Here is C53H31Cl5IN6V as an isolated structure in a non-equilibrium geometry from OMol25. Energies are from wB97M-V/def2-TZVPD.

Atoms and positions in Å:
1 V 0.056772 -0.073828 -0.098508
2 C 1.562355 2.769474 6.918041
3 C 1.369000 1.394538 6.879763
4 C 1.078712 0.765026 5.676215
5 C 0.975975 1.502690 4.501255
6 C 1.172286 2.879333 4.544008
7 C 1.465614 3.509264 5.746588
8 C 0.656190 0.828922 3.203963
9 C 1.707001 0.317260 2.459655
10 C 3.058038 0.242402 2.941602
11 C 3.746145 -0.523046 2.068313
12 C 2.836487 -0.880259 1.016192
13 C 3.205167 -1.596373 -0.116008
14 C 4.611951 -2.095996 -0.188005
15 C 4.971318 -3.275001 0.455624
16 C 6.280700 -3.736378 0.396136
17 C 7.238233 -3.019797 -0.309527
18 C 6.882359 -1.843261 -0.957363
19 C 5.573734 -1.383420 -0.897067
20 C 2.371305 -1.818416 -1.197813
21 N 1.060827 -1.412116 -1.294599
22 C 0.626939 -1.834944 -2.524141
23 C -0.684883 -1.763121 -2.972195
24 C -0.975848 -2.161622 -4.383989
25 C -1.125883 -1.173580 -5.350970
26 C -1.398014 -1.515363 -6.669046
27 C -1.522781 -2.850515 -7.029514
28 C -1.374080 -3.842387 -6.068042
29 C -1.103262 -3.498025 -4.750117
30 C -1.757257 -1.426344 -2.153139
31 C -3.133653 -1.585811 -2.537733
32 C -3.880980 -1.250630 -1.467691
33 C -2.969551 -0.856519 -0.425904
34 N -1.667332 -0.979948 -0.855532
35 C -3.370373 -0.389034 0.810714
36 C -2.501335 0.054762 1.809679
37 C -2.910862 0.525513 3.107686
38 C -1.784686 0.905741 3.759309
39 C -0.684949 0.645358 2.874847
40 N -1.145170 0.148735 1.689299
41 C -4.834301 -0.341528 1.110805
42 C -5.504066 -1.478631 1.550511
43 C -6.861574 -1.427109 1.839098
44 C -7.561339 -0.237340 1.686454
45 C -6.899915 0.899988 1.242479
46 C -5.542211 0.845574 0.956782
47 C 1.703557 -2.463406 -3.240122
48 C 2.770946 -2.479022 -2.411618
49 N 1.595790 -0.349153 1.254309
50 H 1.791088 3.260714 7.854989
51 H 1.446309 0.809297 7.787111
52 H 0.931478 -0.308231 5.642666
53 H 1.093972 3.457634 3.631896
54 H 1.618839 4.580959 5.762475
55 H 3.410113 0.691067 3.856216
56 H 4.779622 -0.824430 2.117896
57 H 4.218965 -3.826911 1.006620
58 H 6.552887 -4.654795 0.900059
59 H 8.258944 -3.376522 -0.357130
60 H 7.622046 -1.280077 -1.511876
61 H 5.287696 -0.466055 -1.399797
62 H -1.032783 -0.132880 -5.067128
63 H -1.511614 -0.736327 -7.412026
64 H -1.735488 -3.117775 -8.056567
65 H -1.472108 -4.884674 -6.343509
66 H -0.991889 -4.267765 -3.995279
67 H -3.468252 -1.925458 -3.504467
68 H -4.955758 -1.259322 -1.378852
69 H -3.927631 0.545729 3.466247
70 H -1.693744 1.306647 4.756209
71 H -4.953222 -2.404300 1.667027
72 H -7.373080 -2.316846 2.182752
73 H -8.619727 -0.197178 1.908591
74 H -7.440591 1.828733 1.114273
75 H -5.023551 1.728613 0.600033
76 H 1.629424 -2.862450 -4.238666
77 H 3.751671 -2.887202 -2.593585
78 Cl 3.123102 1.468579 -0.866361
79 C 1.809465 1.714264 -2.007317
80 C 0.522893 1.350067 -1.630398
81 C -0.474074 1.845054 -2.477321
82 Cl -2.151660 1.846237 -1.953779
83 C -0.211858 2.436034 -3.717100
84 Cl -1.486252 2.951765 -4.770478
85 C 1.108510 2.617592 -4.119720
86 Cl 1.469552 3.273187 -5.670476
87 C 2.132840 2.294430 -3.234336
88 Cl 3.769892 2.615076 -3.683030
89 I 0.790017 6.554419 2.169555
90 C -0.110807 4.804973 1.612661
91 C -1.359037 4.361212 1.977807
92 N -1.502074 3.149690 1.411595
93 N -0.428295 2.767675 0.713061
94 C 0.429004 3.771258 0.821324
95 H -2.128381 4.804675 2.586067
96 H -2.276203 2.506471 1.496017
97 H 1.396673 3.714522 0.345334

Forces on the atoms, in the same order (eV/Å):
V -0.7 0.1 0.7
C 0.0 0.0 -0.1
C 0.0 0.0 0.0
C 0.0 0.0 0.1
C 0.0 0.0 0.0
C 0.0 0.0 0.0
C 0.0 0.0 0.0
C -0.1 0.1 0.2
C 0.1 -0.1 -0.3
C -0.1 0.1 0.1
C 0.1 -0.1 -0.2
C -0.2 0.0 0.2
C 0.1 -0.2 -0.1
C -0.1 0.0 -0.1
C 0.1 0.0 0.0
C 0.0 0.1 0.0
C 0.0 0.0 0.0
C 0.0 0.0 0.0
C 0.0 0.0 0.0
C -0.2 0.1 0.0
N 0.2 -0.4 -0.2
C 0.1 0.2 0.3
C -0.1 -0.1 -0.1
C 0.0 0.0 0.1
C 0.0 0.0 -0.1
C 0.0 0.0 0.0
C 0.0 0.0 0.0
C 0.0 0.1 0.0
C 0.0 0.0 0.0
C 0.1 0.0 0.1
C 0.1 0.0 -0.1
C 0.0 0.1 0.1
C 0.1 -0.1 0.1
N 0.0 0.0 -0.4
C -0.2 0.0 0.2
C 0.1 0.1 0.0
C -0.1 0.0 -0.1
C 0.1 0.0 0.1
C 0.0 0.0 0.0
N 0.2 -0.2 -0.3
C 0.0 0.0 0.0
C 0.0 0.0 0.0
C 0.0 0.0 0.0
C 0.0 0.0 0.0
C 0.0 0.0 0.0
C 0.0 0.0 0.0
C 0.1 0.0 -0.1
C 0.0 0.0 0.0
N 0.3 0.1 0.3
H 0.0 0.0 0.0
H 0.0 0.0 0.0
H 0.0 0.0 0.0
H 0.0 0.0 0.0
H 0.0 0.0 0.0
H 0.0 0.0 0.0
H 0.0 0.0 0.0
H 0.0 0.0 0.0
H 0.0 0.0 0.0
H 0.0 0.0 0.0
H 0.0 0.0 0.0
H 0.0 0.0 0.0
H 0.0 0.1 0.0
H 0.0 0.0 0.0
H 0.0 0.0 0.0
H 0.0 0.0 0.0
H 0.0 0.0 0.0
H 0.0 0.0 0.0
H 0.0 0.0 0.0
H 0.0 0.0 0.0
H 0.0 0.0 0.0
H 0.0 0.0 0.0
H 0.0 0.0 0.0
H 0.0 0.0 0.0
H 0.0 0.0 0.0
H 0.0 0.0 0.0
H 0.0 0.0 0.0
H 0.0 0.0 0.0
Cl -0.2 0.2 -0.3
C 0.4 -0.2 0.0
C -0.3 0.2 -0.2
C -0.2 0.1 -0.1
Cl 0.3 -0.1 -0.1
C -0.1 0.0 0.0
Cl 0.1 -0.1 0.2
C 0.0 0.0 0.0
Cl 0.0 0.0 0.1
C 0.0 0.1 0.0
Cl -0.1 0.0 0.1
I 0.1 0.2 0.1
C 0.0 -0.2 -0.1
C -0.1 -0.1 0.0
N 0.0 -0.1 -0.1
N 0.2 0.2 0.1
C 0.0 -0.1 0.0
H 0.0 0.0 0.0
H 0.0 0.1 0.0
H 0.0 0.0 0.0

Calculated values
* HOMO energy (spin up / spin down): -7.249 / -7.228 eV
* LUMO (spin up / spin down): -1.4 / -1.4 eV
* charge: 0
* multiplicity: 3